{"formula": "C40H54BrClKN6O4PS2Si", "method": "wB97M-V/def2-TZVPD", "e_tot_ev": -197221.896, "charge": -2, "homo_energy_ev": -1.5, "homo_lumo_gap_ev": 4.98, "de_lowest_ev": 0.000, "largest_force_ev_per_a": 1.4, "elements": ["K", "N", "C", "S", "N", "N", "C", "C", "C", "C", "C", "C", "C", "O", "H", "H", "H", "H", "H", "H", "H", "N", "C", "C", "C", "C", "C", "C", "N", "C", "C", "C", "S", "C", "N", "H", "H", "H", "H", "H", "H", "H", "C", "C", "C", "C", "Si", "Br", "C", "C", "C", "C", "C", "C", "C", "C", "H", "H", "H", "H", "H", "H", "H", "H", "H", "H", "H", "H", "H", "H", "H", "H", "H", "H", "H", "H", "H", "H", "H", "H", "H", "H", "H", "C", "P", "C", "C", "O", "H", "H", "H", "H", "H", "H", "H", "H", "H", "Cl", "C", "C", "C", "C", "C", "C", "C", "O", "O", "H", "H", "H", "H"], "coordinates": [[0.643, -0.175, -0.008], [-0.389, 3.615, 3.736], [-0.427, 2.228, 3.501], [-1.939, 1.435, 3.905], [0.674, 1.767, 3.000], [0.777, 0.424, 2.605], [0.624, -0.468, 3.499], [0.896, -1.911, 3.293], [0.547, -2.775, 4.328], [0.782, -4.146, 4.288], [1.401, -4.667, 3.148], [1.789, -3.841, 2.110], [1.579, -2.426, 2.129], [1.997, -1.670, 1.187], [-1.031, 3.901, 4.455], [0.549, 3.979, 3.806], [0.329, -0.176, 4.508], [0.062, -2.342, 5.199], [0.486, -4.786, 5.109], [1.585, -5.735, 3.075], [2.284, -4.250, 1.234], [-2.211, 3.233, -2.208], [-2.305, 3.912, -1.007], [-2.174, 5.256, -0.674], [-2.332, 5.574, 0.664], [-2.601, 4.587, 1.631], [-2.737, 3.257, 1.284], [-2.599, 2.927, -0.062], [-2.667, 1.677, -0.672], [-2.408, 1.907, -1.919], [-2.284, 0.866, -2.955], [-2.027, 1.078, -4.267], [-1.834, -0.417, -5.072], [-2.070, -1.237, -3.572], [-2.326, -0.459, -2.581], [-1.792, 3.587, -3.047], [-1.933, 6.012, -1.412], [-2.222, 6.606, 0.977], [-2.662, 4.866, 2.675], [-2.869, 2.485, 2.035], [-1.905, 2.012, -4.793], [-1.969, -2.313, -3.492], [-5.395, -0.504, 0.175], [-5.477, -2.037, 0.336], [-6.866, -2.399, 0.886], [-5.345, -2.618, -1.080], [-4.072, -2.684, 1.475], [-2.265, -1.630, 0.727], [-3.695, -4.552, 1.207], [-3.001, -4.818, -0.145], [-2.711, -5.058, 2.274], [-4.973, -5.405, 1.269], [-4.318, -2.216, 3.304], [-4.851, -0.779, 3.444], [-2.976, -2.247, 4.056], [-5.297, -3.175, 4.002], [-6.157, -0.193, -0.556], [-4.421, -0.174, -0.195], [-5.592, 0.032, 1.101], [-7.632, -2.038, 0.185], [-7.059, -1.925, 1.851], [-7.009, -3.476, 1.007], [-6.093, -2.136, -1.726], [-5.527, -3.693, -1.115], [-4.358, -2.414, -1.507], [-2.055, -4.281, -0.227], [-3.611, -4.552, -1.007], [-2.782, -5.893, -0.211], [-1.779, -4.486, 2.285], [-2.448, -6.099, 2.041], [-3.128, -5.043, 3.281], [-5.648, -5.201, 0.434], [-5.534, -5.259, 2.196], [-4.695, -6.466, 1.215], [-4.214, -0.058, 2.923], [-4.827, -0.505, 4.506], [-5.881, -0.673, 3.094], [-2.310, -1.446, 3.728], [-2.444, -3.190, 3.962], [-3.175, -2.073, 5.123], [-6.269, -3.237, 3.504], [-5.470, -2.811, 5.023], [-4.896, -4.188, 4.082], [1.653, -0.648, -3.491], [1.598, -2.263, -2.721], [2.996, -2.422, -1.613], [1.972, -3.401, -4.079], [0.275, -2.584, -2.087], [2.559, -0.535, -4.093], [1.627, 0.144, -2.725], [0.772, -0.549, -4.127], [3.866, -1.872, -1.981], [3.236, -3.486, -1.539], [2.714, -2.087, -0.595], [2.968, -3.214, -4.487], [1.227, -3.282, -4.868], [1.921, -4.422, -3.697], [6.730, 5.963, -1.878], [5.265, 4.989, -1.788], [5.362, 3.611, -1.873], [4.198, 2.854, -1.805], [2.955, 3.462, -1.682], [2.889, 4.847, -1.593], [4.042, 5.620, -1.632], [1.683, 2.631, -1.710], [0.682, 3.175, -2.212], [1.792, 1.453, -1.267], [6.331, 3.143, -1.982], [4.239, 1.772, -1.828], [1.915, 5.310, -1.499], [3.997, 6.698, -1.549]]}


{"formula": "C40H54BrF4N9SSiSr", "method": "wB97M-V/def2-TZVPD", "e_tot_ev": -156220.616, "charge": 0, "homo_energy_ev": -7.0, "homo_lumo_gap_ev": 6.35, "de_lowest_ev": 13.216, "largest_force_ev_per_a": 19.4, "elements": ["Sr", "C", "N", "C", "C", "C", "N", "C", "C", "F", "C", "F", "C", "C", "F", "C", "F", "H", "H", "H", "H", "H", "H", "H", "H", "H", "H", "H", "C", "C", "C", "C", "N", "C", "C", "C", "C", "C", "C", "N", "H", "H", "H", "H", "H", "H", "H", "H", "N", "C", "C", "C", "N", "C", "N", "S", "C", "N", "C", "C", "C", "N", "H", "H", "H", "H", "H", "H", "H", "H", "C", "C", "C", "C", "Si", "Br", "C", "C", "C", "C", "C", "C", "C", "C", "H", "H", "H", "H", "H", "H", "H", "H", "H", "H", "H", "H", "H", "H", "H", "H", "H", "H", "H", "H", "H", "H", "H", "H", "H", "H", "H"], "coordinates": [[0.927, 0.434, -0.921], [1.783, 2.948, -2.954], [1.440, 1.809, -2.192], [0.688, 0.932, -3.002], [2.586, 0.962, -2.089], [2.421, -0.506, -2.275], [1.411, -1.323, -1.745], [1.204, -2.492, -2.337], [0.013, -3.191, -2.042], [-0.744, -2.767, -0.987], [-0.408, -4.270, -2.775], [-1.603, -4.828, -2.481], [0.357, -4.794, -3.799], [1.608, -4.237, -3.984], [2.431, -4.788, -4.901], [2.050, -3.158, -3.259], [3.345, -2.776, -3.431], [0.901, 3.573, -3.130], [2.185, 2.631, -3.942], [2.569, 3.513, -2.443], [1.277, 0.808, -3.918], [-0.271, 1.376, -3.296], [0.621, -0.074, -2.628], [3.127, 1.183, -1.183], [3.276, 1.179, -2.924], [3.418, -0.867, -1.956], [2.434, -0.614, -3.368], [0.027, -5.628, -4.395], [1.300, 0.052, -6.735], [0.156, 0.837, -6.694], [-0.902, 0.419, -5.907], [-0.742, -0.736, -5.135], [0.307, -1.532, -5.241], [1.301, -1.151, -6.040], [-1.774, -1.037, -4.096], [-2.981, -1.582, -4.540], [-3.981, -1.827, -3.624], [-3.781, -1.507, -2.297], [-2.580, -0.942, -1.928], [-1.588, -0.706, -2.790], [2.206, 0.396, -7.218], [0.128, 1.798, -7.193], [-1.781, 1.034, -5.763], [2.176, -1.789, -6.058], [-3.103, -1.811, -5.589], [-4.917, -2.258, -3.949], [-4.541, -1.691, -1.553], [-2.326, -0.662, -0.909], [1.355, -0.830, 1.069], [1.887, -1.831, 1.373], [2.491, -2.946, 1.875], [2.727, -4.111, 1.108], [2.952, -5.075, 0.519], [2.973, -2.928, 3.201], [3.383, -2.912, 4.280], [5.895, 0.912, -1.193], [5.072, 1.249, 0.212], [4.716, 0.280, 1.079], [4.169, 0.527, 2.402], [3.280, 1.766, 2.366], [4.108, 2.902, 1.769], [4.599, 2.506, 0.461], [5.060, -0.642, 0.861], [4.991, 0.675, 3.113], [3.586, -0.340, 2.706], [2.980, 2.030, 3.379], [2.365, 1.562, 1.751], [4.952, 3.129, 2.434], [3.496, 3.800, 1.662], [4.978, 3.223, -0.137], [-2.961, 3.700, 2.951], [-3.633, 2.331, 3.108], [-4.514, 2.341, 4.365], [-4.515, 2.142, 1.868], [-2.197, 0.916, 3.151], [-0.935, 1.517, 0.628], [-2.666, -0.964, 2.622], [-1.460, -1.701, 2.033], [-3.207, -1.784, 3.800], [-3.738, -0.929, 1.526], [-0.614, 1.302, 4.301], [0.426, 0.201, 4.066], [-0.973, 1.349, 5.792], [0.067, 2.617, 3.909], [-3.733, 4.436, 2.734], [-2.254, 3.653, 2.127], [-2.469, 4.005, 3.868], [-5.294, 3.090, 4.240], [-3.933, 2.589, 5.250], [-4.985, 1.375, 4.532], [-5.173, 3.005, 1.788], [-5.136, 1.257, 1.950], [-3.872, 2.090, 0.994], [-0.665, -1.825, 2.761], [-1.047, -1.213, 1.141], [-1.800, -2.696, 1.749], [-2.473, -1.873, 4.597], [-3.458, -2.785, 3.452], [-4.105, -1.329, 4.214], [-3.512, -0.149, 0.806], [-4.726, -0.774, 1.947], [-3.739, -1.892, 1.017], [0.083, -0.750, 4.465], [1.334, 0.457, 4.613], [0.644, 0.123, 2.998], [-1.423, 0.412, 6.112], [-1.673, 2.154, 6.004], [-0.067, 1.513, 6.373], [0.382, 2.581, 2.868], [0.934, 2.748, 4.554], [-0.583, 3.471, 4.053]]}


{"formula": "C40H54N5OsP2S5Si2", "method": "wB97M-V/def2-TZVPD", "e_tot_ev": -140782.846, "charge": 1, "homo_energy_ev": -9.5, "homo_lumo_gap_ev": 6.92, "de_lowest_ev": 0.000, "largest_force_ev_per_a": 1.9, "elements": ["Os", "C", "Si", "C", "C", "N", "P", "C", "P", "N", "Si", "C", "C", "C", "C", "C", "C", "C", "C", "C", "C", "C", "C", "C", "C", "C", "C", "C", "C", "C", "C", "C", "C", "C", "C", "C", "C", "C", "H", "H", "H", "H", "H", "H", "H", "H", "H", "H", "H", "H", "H", "H", "H", "H", "H", "H", "H", "H", "H", "H", "H", "H", "H", "H", "H", "H", "H", "H", "H", "H", "H", "H", "H", "H", "H", "H", "C", "N", "C", "C", "N", "N", "C", "C", "H", "H", "H", "H", "H", "H", "H", "H", "H", "H", "H", "H", "H", "C", "S", "C", "C", "S", "S", "C", "S", "S", "H", "H", "H"], "coordinates": [[-0.204, -0.483, -0.910], [-0.103, 2.429, -4.070], [-1.369, 2.449, -2.683], [-1.662, 4.231, -2.211], [-2.943, 1.630, -3.248], [-0.730, 1.549, -1.330], [-0.289, 1.971, 0.173], [-0.169, 0.360, 0.836], [0.802, -0.923, 1.534], [0.804, -1.974, 0.317], [1.732, -3.369, -0.152], [0.973, -4.069, -1.716], [3.525, -2.871, -0.490], [1.733, -4.678, 1.180], [-0.005, -1.498, 3.033], [-0.162, -0.599, 4.089], [-0.843, -0.984, 5.229], [-1.376, -2.266, 5.317], [-1.233, -3.157, 4.265], [-0.553, -2.771, 3.116], [2.497, -0.530, 2.014], [3.242, 0.405, 1.301], [4.598, 0.555, 1.545], [5.222, -0.241, 2.497], [4.485, -1.175, 3.212], [3.125, -1.317, 2.979], [-1.479, 2.995, 1.054], [-1.407, 4.387, 1.112], [-2.408, 5.108, 1.742], [-3.486, 4.448, 2.317], [-3.562, 3.063, 2.273], [-2.556, 2.340, 1.651], [1.251, 2.909, 0.152], [2.009, 2.928, -1.017], [3.221, 3.603, -1.049], [3.680, 4.260, 0.085], [2.928, 4.243, 1.253], [1.716, 3.571, 1.286], [-0.582, 2.556, -5.044], [0.452, 1.490, -4.085], [0.616, 3.245, -3.953], [-1.867, 4.814, -3.113], [-0.776, 4.666, -1.741], [-2.508, 4.353, -1.534], [-3.157, 1.800, -4.306], [-3.801, 1.990, -2.675], [-2.861, 0.552, -3.086], [1.525, -3.759, -2.607], [-0.066, -3.751, -1.826], [0.978, -5.161, -1.691], [3.702, -1.817, -0.260], [3.797, -3.050, -1.534], [4.224, -3.443, 0.124], [0.748, -5.134, 1.298], [2.047, -4.290, 2.152], [2.431, -5.472, 0.901], [0.248, 0.403, 4.022], [-0.965, -0.289, 6.049], [-1.911, -2.566, 6.209], [-1.657, -4.150, 4.333], [-0.467, -3.451, 2.280], [2.768, 1.020, 0.548], [5.168, 1.295, 0.997], [6.282, -0.130, 2.685], [4.970, -1.789, 3.959], [2.554, -2.036, 3.554], [-0.583, 4.915, 0.651], [-2.350, 6.188, 1.778], [-4.267, 5.015, 2.807], [-4.399, 2.546, 2.722], [-2.599, 1.257, 1.632], [1.635, 2.420, -1.898], [3.803, 3.628, -1.962], [4.621, 4.795, 0.056], [3.284, 4.757, 2.136], [1.138, 3.554, 2.203], [1.079, -0.499, -5.767], [0.875, -0.918, -4.386], [-0.443, -1.473, -4.114], [1.779, -0.681, -3.418], [1.441, -0.636, -2.147], [3.080, -0.493, -3.807], [3.707, -1.481, -4.685], [4.013, 0.151, -2.896], [0.196, 0.052, -6.093], [1.216, -1.357, -6.428], [1.945, 0.153, -5.838], [-0.577, -2.404, -4.667], [-1.224, -0.771, -4.412], [-0.575, -1.710, -3.061], [2.266, -0.696, -1.559], [2.958, -2.136, -5.119], [4.404, -2.095, -4.108], [4.256, -0.991, -5.490], [3.524, 0.956, -2.352], [4.824, 0.582, -3.483], [4.450, -0.557, -2.182], [-4.672, -3.301, -4.504], [-3.418, -3.158, -3.214], [-3.997, -1.793, -2.274], [-3.352, -1.315, -1.193], [-1.862, -1.953, -0.511], [-4.165, -0.040, -0.325], [-5.538, 0.128, -1.358], [-6.712, 1.243, -1.176], [-5.513, -1.027, -2.665], [-4.330, -4.115, -5.141], [-4.745, -2.396, -5.104], [-5.643, -3.568, -4.093]]}


{"formula": "C40H54N7O9P2S5Tc", "method": "wB97M-V/def2-TZVPD", "s_squared": 3.771, "e_tot_ev": -146163.613, "charge": 1, "homo_energy_ev": [-10.3, -10.3], "homo_lumo_gap_ev": [7.66, 6.88], "multiplicity": 4, "largest_force_ev_per_a": 0.6, "elements": ["Tc", "C", "N", "C", "P", "O", "O", "P", "O", "N", "C", "C", "N", "C", "C", "N", "C", "C", "H", "H", "H", "H", "H", "H", "H", "H", "H", "H", "H", "H", "H", "H", "H", "H", "H", "H", "H", "H", "H", "H", "H", "H", "O", "S", "O", "N", "C", "C", "C", "C", "C", "C", "C", "C", "N", "C", "C", "C", "C", "C", "C", "C", "H", "H", "H", "H", "H", "H", "H", "H", "H", "H", "H", "C", "C", "S", "O", "C", "C", "H", "H", "H", "H", "H", "H", "H", "H", "H", "H", "O", "N", "O", "O", "C", "C", "C", "C", "C", "S", "C", "C", "C", "C", "S", "C", "C", "C", "C", "S", "H", "H", "H", "H", "H", "H", "H", "H", "H"], "coordinates": [[0.076, -0.835, -0.757], [1.566, 3.123, 1.957], [0.507, 3.801, 1.226], [-0.699, 4.029, 2.002], [0.496, 3.587, -0.412], [1.223, 2.417, -0.901], [-1.068, 3.468, -0.792], [-1.845, 2.057, -1.020], [-1.028, 0.904, -0.507], [-3.075, 2.331, 0.040], [-3.527, 1.365, 1.021], [-4.032, 3.387, -0.256], [-2.068, 2.196, -2.639], [-2.369, 1.128, -3.598], [-2.451, 3.498, -3.201], [0.984, 5.006, -1.082], [0.491, 6.274, -0.568], [1.199, 4.999, -2.527], [1.870, 3.727, 2.815], [2.429, 2.959, 1.315], [1.233, 2.142, 2.316], [-0.450, 4.610, 2.893], [-1.160, 3.084, 2.319], [-1.437, 4.582, 1.425], [-4.417, 0.824, 0.694], [-3.757, 1.899, 1.949], [-2.735, 0.644, 1.219], [-3.540, 4.239, -0.722], [-4.472, 3.729, 0.682], [-4.842, 3.040, -0.906], [-1.917, 0.190, -3.306], [-1.922, 1.426, -4.549], [-3.443, 0.999, -3.727], [-2.120, 4.321, -2.577], [-3.533, 3.559, -3.343], [-1.974, 3.598, -4.177], [0.438, 6.243, 0.518], [-0.498, 6.524, -0.971], [1.183, 7.067, -0.854], [1.574, 4.027, -2.839], [1.941, 5.758, -2.780], [0.276, 5.225, -3.074], [-3.352, 0.039, -1.321], [-3.320, -1.400, -1.356], [-3.889, -2.010, -2.524], [-1.805, -1.908, -1.074], [-1.674, -3.309, -1.102], [-2.651, -4.257, -1.343], [-2.373, -5.635, -1.279], [-1.136, -6.103, -0.944], [-0.115, -5.172, -0.659], [1.159, -5.566, -0.200], [2.066, -4.616, 0.171], [1.723, -3.270, 0.003], [0.578, -2.862, -0.503], [-0.387, -3.793, -0.774], [-4.254, -1.964, 0.046], [-5.596, -2.260, -0.138], [-6.359, -2.638, 0.958], [-5.778, -2.724, 2.215], [-4.431, -2.430, 2.383], [-3.662, -2.045, 1.296], [-3.653, -3.972, -1.614], [-3.177, -6.325, -1.494], [-0.925, -7.161, -0.879], [1.386, -6.622, -0.121], [3.044, -4.859, 0.559], [2.405, -2.496, 0.290], [-6.028, -2.204, -1.127], [-7.407, -2.873, 0.827], [-6.375, -3.026, 3.065], [-3.982, -2.507, 3.364], [-2.610, -1.813, 1.405], [0.273, 0.572, 4.885], [-0.510, 0.077, 3.678], [0.571, -0.780, 2.517], [-0.351, -0.948, 1.302], [0.610, -2.419, 3.282], [-0.692, -3.194, 3.184], [-0.373, 1.188, 5.509], [1.128, 1.174, 4.580], [0.635, -0.250, 5.501], [-0.915, 0.898, 3.086], [-1.330, -0.589, 3.945], [0.923, -2.235, 4.312], [1.429, -2.937, 2.786], [-1.436, -2.850, 3.902], [-0.496, -4.245, 3.390], [-1.115, -3.124, 2.182], [1.670, 0.641, -3.228], [0.696, 0.116, -3.590], [0.076, -0.761, -2.670], [1.936, -0.321, -0.466], [3.363, -0.326, -0.664], [3.782, -1.633, -1.331], [4.848, -2.437, -1.047], [5.000, -3.510, -1.967], [4.053, -3.486, -2.944], [2.990, -2.161, -2.766], [3.944, -0.182, 0.745], [4.465, 0.937, 1.320], [4.802, 0.780, 2.691], [4.544, -0.472, 3.150], [3.910, -1.464, 1.912], [4.030, 0.755, -1.543], [5.057, 0.453, -2.407], [5.708, 1.577, -2.961], [5.183, 2.740, -2.494], [3.881, 2.473, -1.430], [5.533, -2.253, -0.235], [5.783, -4.250, -1.908], [3.927, -4.171, -3.765], [4.627, 1.857, 0.779], [5.241, 1.560, 3.293], [4.743, -0.880, 4.126], [5.363, -0.552, -2.646], [6.515, 1.515, -3.674], [5.455, 3.748, -2.761]]}


Number 3 is which compound?
C40H54N5OsP2S5Si2